(1)
Formula: C4H12
Source: the OMol25 dataset
Level of theory: wB97M-V/def2-TZVPD

Computed properties:
Energy above the lowest of the compared OMol25 structures with the same formula, charge and spin, kJ/mol: 69.2
SMILES: CC.CC
Total charge: 0

Last column: natural (NBO) charge in e.
Atoms and positions in Å:
C1 -0.21164 -1.37998 1.44741  -0.604
C2 -0.18822 -2.19907 0.10632  -0.631
H1 -0.10750 -0.35517 1.12661  0.199
H2 -1.08355 -1.61727 2.03234  0.205
H3 0.70620 -1.60212 2.00496  0.198
H4 0.15087 -3.22638 0.29823  0.197
H5 0.61673 -1.80892 -0.49231  0.216
H6 -1.23811 -2.38720 -0.12251  0.219
C3 -0.00307 1.49084 -1.45858  -0.608
C4 0.36307 2.13544 -0.10670  -0.611
H7 -0.39226 0.48300 -1.32372  0.204
H8 -0.64057 2.12211 -2.06518  0.205
H9 0.93413 1.29627 -1.99772  0.198
H10 -0.51919 2.51487 0.40748  0.208
H11 1.21794 2.77722 -0.30839  0.209
H12 0.70897 1.34507 0.56170  0.196

(2)
Formula: C4H12
Source: the OMol25 dataset
Level of theory: wB97M-V/def2-TZVPD

Computed properties:
Energy above the lowest of the compared OMol25 structures with the same formula, charge and spin, kJ/mol: 22.3
SMILES: CC.CC
Total charge: 0

Last column: natural (NBO) charge in e.
Atoms and positions in Å:
C1 0.66652 -0.70140 1.80888  -0.612
C2 1.12039 0.65477 2.32971  -0.610
H1 0.15619 -1.29157 2.56148  0.205
H2 0.14058 -0.59633 0.86110  0.206
H3 1.53340 -1.30367 1.55489  0.201
H4 0.36895 1.15433 2.94849  0.202
H5 1.19554 1.35767 1.49989  0.202
H6 2.05724 0.59086 2.86063  0.205
C3 -0.46240 -0.37875 -2.55012  -0.610
C4 -1.29972 0.38516 -1.56212  -0.615
H7 -0.10381 0.21553 -3.39416  0.206
H8 0.41620 -0.84488 -2.12157  0.204
H9 -1.05397 -1.17943 -2.99118  0.203
H10 -0.82584 1.25646 -1.08731  0.201
H11 -2.18159 0.81705 -2.03574  0.205
H12 -1.62340 -0.14850 -0.67627  0.206

(3)
Formula: C4H12
Source: the OMol25 dataset
Level of theory: wB97M-V/def2-TZVPD

Computed properties:
Energy above the lowest of the compared OMol25 structures with the same formula, charge and spin, kJ/mol: 0.2
SMILES: CC.CC
Total charge: 0

Last column: natural (NBO) charge in e.
Atoms and positions in Å:
C1 -0.32548 -0.68432 -1.71100  -0.603
C2 -0.09891 0.28734 -2.87124  -0.603
H1 -1.07808 -1.42900 -1.96883  0.202
H2 0.58551 -1.21886 -1.44624  0.201
H3 -0.67147 -0.14927 -0.82624  0.200
H4 0.63355 1.04633 -2.59036  0.201
H5 -1.02975 0.77608 -3.15359  0.202
H6 0.29029 -0.23530 -3.74375  0.201
C3 0.35323 -0.55916 2.30352  -0.605
C4 0.08120 0.94628 2.27732  -0.604
H7 -0.50288 -1.11088 2.69304  0.202
H8 0.55286 -0.91250 1.29184  0.203
H9 1.22098 -0.80105 2.91586  0.201
H10 -0.86172 1.15225 1.76644  0.200
H11 0.02420 1.36324 3.28065  0.202
H12 0.86151 1.47574 1.73335  0.201

(4)
Formula: C4H12
Source: the OMol25 dataset
Level of theory: wB97M-V/def2-TZVPD

Computed properties:
Energy above the lowest of the compared OMol25 structures with the same formula, charge and spin, kJ/mol: 13.9
SMILES: CC.CC
Total charge: 0

Last column: natural (NBO) charge in e.
Atoms and positions in Å:
C1 -0.17672 0.44222 1.56303  -0.610
C2 0.47675 0.77740 2.90567  -0.606
H1 -0.35100 -0.62948 1.42239  0.202
H2 -1.16237 0.90545 1.45590  0.202
H3 0.46753 0.73655 0.73406  0.203
H4 0.42772 1.84607 3.09712  0.203
H5 1.53934 0.52677 2.84768  0.202
H6 0.03024 0.21193 3.71955  0.204
C3 -0.43938 0.12417 -2.18142  -0.614
C4 0.14786 -1.28743 -2.24840  -0.611
H7 0.16920 0.83140 -2.74252  0.206
H8 -1.44124 0.08980 -2.61499  0.203
H9 -0.60707 0.45527 -1.15877  0.209
H10 -0.23354 -1.87471 -3.08616  0.203
H11 -0.07805 -1.86342 -1.34982  0.203
H12 1.23075 -1.29198 -2.36332  0.202

(5)
Formula: C4H12
Source: the OMol25 dataset
Level of theory: wB97M-V/def2-TZVPD

Computed properties:
Energy above the lowest of the compared OMol25 structures with the same formula, charge and spin, kJ/mol: 23.6
SMILES: CC.CC
Total charge: 0

Last column: natural (NBO) charge in e.
Atoms and positions in Å:
C1 -0.97516 -1.09393 0.84678  -0.614
C2 -1.14850 -2.60891 0.68514  -0.613
H1 -1.91625 -0.55458 0.97564  0.205
H2 -0.36206 -0.87123 1.71580  0.205
H3 -0.50262 -0.67207 -0.04386  0.205
H4 -0.98507 -3.11795 1.64178  0.203
H5 -0.48718 -3.05623 -0.06660  0.205
H6 -2.14714 -2.88467 0.37603  0.204
C3 0.89206 1.78183 -1.52035  -0.619
C4 1.23377 1.88140 -0.02110  -0.616
H7 1.17570 0.82203 -1.95271  0.207
H8 -0.15324 2.04054 -1.67770  0.207
H9 1.44863 2.53917 -2.07852  0.204
H10 1.84870 2.76195 0.14574  0.205
H11 1.73412 0.99531 0.37387  0.207
H12 0.34426 2.03730 0.60007  0.205

(6)
Formula: C4H12
Source: the OMol25 dataset
Level of theory: wB97M-V/def2-TZVPD

Computed properties:
Energy above the lowest of the compared OMol25 structures with the same formula, charge and spin, kJ/mol: 47.9
SMILES: CC.CC
Total charge: 0

Last column: natural (NBO) charge in e.
Atoms and positions in Å:
C1 0.59135 -0.97240 1.86646  -0.611
C2 1.20781 -1.84151 0.81172  -0.618
H1 0.64572 0.10944 1.77481  0.204
H2 -0.47749 -1.17184 2.00140  0.203
H3 1.02586 -1.22946 2.83934  0.203
H4 2.27846 -1.67813 0.61094  0.204
H5 0.90305 -1.65599 -0.22557  0.208
H6 1.10821 -2.87225 1.14951  0.208
C3 -0.81021 1.75535 -0.69299  -0.627
C4 -1.04519 1.03812 -2.01282  -0.618
H7 -1.44593 2.62562 -0.62705  0.206
H8 -0.83595 1.25099 0.27610  0.213
H9 0.23740 2.08885 -0.63557  0.204
H10 -1.30228 -0.01624 -1.88658  0.207
H11 -0.20974 1.04949 -2.71152  0.207
H12 -1.87106 1.51997 -2.53819  0.206